No. 1
Density functional theory data (wB97M-V/def2-TZVPD) for 7 unconnected molecules or ions with the total composition C17H37N3O19S4 at a distorted geometry.

Geometry as XYZ:
```
80
Properties=species:S:1:pos:R:3:lowdin_charge:R:1
C 0.17488 1.71459 1.34145 -0.1516
N 2.03218 -4.11786 -0.97419 0.0282
H -0.03890 1.78105 -6.10363 0.1347
H 0.68436 2.56485 1.79486 0.1190
H -2.04927 -2.06321 -1.50508 0.0714
O -1.93426 0.09974 0.01195 -0.2270
H -2.39495 1.12874 -6.59631 0.1279
H -5.22694 -5.09711 0.73172 0.0810
O -0.09369 -0.21095 -5.86814 -0.2175
S 4.32524 2.18969 2.78639 0.7448
C 6.33473 2.35390 4.46494 -0.1448
H -0.76866 -2.34683 5.18347 0.1309
H 1.45882 -6.07908 0.67346 0.0827
C -4.06274 -3.83026 -0.63764 -0.5991
O 2.90252 2.51058 3.08703 -0.2717
H -4.98457 -3.49978 1.33105 0.0436
C -0.10326 5.20789 -1.87195 -0.5370
H -1.13215 6.39778 0.82942 0.0768
O 5.16159 1.58233 4.08632 -0.2224
O -4.29442 -3.96935 -1.77624 0.0986
S -3.30168 -0.86978 3.21767 0.7400
C 0.93571 -5.16485 0.95394 -0.0049
S -1.05789 -1.38021 -5.22905 0.7281
O -2.14268 -1.68543 2.41277 -0.2464
H 0.08059 4.13495 -3.80832 0.0699
O 5.29443 3.55392 2.73192 -0.2154
H -2.47646 1.71304 -4.89536 0.1199
O -0.69780 2.28881 0.37108 -0.2354
H 6.58537 2.24155 5.51977 0.1326
H -0.90613 -0.63513 4.91251 0.1216
H -1.99380 5.31484 -1.17325 0.1334
O 0.40553 0.72462 -0.69308 -0.2265
C -1.76185 -2.95197 -0.94330 -0.0778
H 5.43213 4.39989 4.59552 0.1282
H -1.04248 -2.43388 -0.30911 0.0643
H 1.02315 -5.08133 2.03721 0.0846
N -1.02336 5.27018 -0.89696 0.0106
S -1.17467 1.12192 -0.67372 0.7285
O 1.75583 -2.97642 0.90495 0.0495
H -0.15769 -1.11444 2.69184 0.1100
H 6.99592 4.31595 3.82421 0.1321
H -1.18989 4.64884 1.17553 0.0699
N -2.82878 -3.55741 -0.15566 0.0216
O -2.63235 -1.50096 4.58994 -0.2104
H 1.87740 -5.00192 -1.43741 0.1245
C 6.05842 3.77618 3.95768 -0.1382
H -0.11394 -5.27045 0.67974 0.0815
C -1.24951 -1.60325 4.54789 -0.1755
C -2.05069 0.97373 -5.57378 -0.1356
O -1.60268 1.68545 -1.97190 -0.2477
C 2.62823 -3.04779 -1.84701 -0.0407
O -2.43182 -0.42497 -5.33313 -0.2020
H 3.50513 -3.45581 -2.34966 0.0709
H -0.58317 5.69535 -3.91545 0.0778
O -4.57619 -1.41084 2.80077 -0.2122
C -0.90441 -1.83569 3.02396 -0.1550
C -5.15257 -4.05826 0.41020 0.0040
O -1.24507 -2.50187 -6.11427 -0.2304
H 7.14521 1.84615 3.94205 0.1278
H 2.13395 1.00711 0.53193 0.1173
O -3.02912 0.57259 3.21409 -0.2430
H 2.01961 -2.67563 -2.67114 0.0686
C -0.74437 5.41926 0.54620 -0.0594
H -2.62171 -3.71161 0.82077 0.1145
H -0.61325 -2.87177 2.85115 0.1236
H 0.30030 5.53841 0.83355 0.0829
H -0.14183 1.25460 -4.42359 0.1164
C 1.08482 0.71406 0.57103 -0.1110
H -6.03950 -3.55551 0.02462 0.0861
O -0.62495 -1.62475 -3.83982 -0.2657
C -0.60389 4.80459 -3.28759 0.0032
H -0.44486 1.15166 2.03941 0.1046
C -0.51778 1.07042 -5.43000 -0.1794
H -1.21365 -3.68611 -1.53374 0.0819
O 1.07437 5.39662 -1.57700 0.0181
O 4.51048 1.37522 1.61699 -0.2383
H 3.02409 -2.18312 -1.31434 0.0776
H -1.53711 4.24592 -3.21632 0.0587
H 0.97903 -0.30111 0.95361 0.1015
C 1.58935 -4.00025 0.32057 -0.6044
```

Computed properties:
Structure (SMILES)   O=S1(=O)OCCO1.O=S1(=O)OCCO1.O=S1(=O)OCCO1.O=S1(=O)OCCO1.CNC(C)=O.CNC(C)=O.CNC(C)=O
Calculated total energy   -3856.37166 a.u.
Energy above the lowest of the compared OMol25 structures with the same formula, charge and spin   53.3 kcal/mol


No. 2
Density functional theory data (wB97M-V/def2-TZVPD) for 4 unconnected molecules or ions with the total composition C17H37N8O3.

Geometry as XYZ:
```
65
Properties=species:S:1:pos:R:3:lowdin_charge:R:1
H -5.29266 1.28875 4.49776 0.1440
C -7.31288 0.95454 3.94616 -0.0659
H -3.57139 -2.10694 -0.94185 0.1761
H -2.56852 1.12858 -6.77020 0.0743
N -0.60056 -1.17261 -0.92099 -0.0180
C -0.60518 0.19848 -5.22979 -0.5314
N 4.65737 3.38054 3.42813 0.0131
H 4.90231 0.69548 4.05407 0.0914
C -2.37171 -0.92865 0.35900 -0.0085
H 3.33189 -2.17868 -1.93831 0.1124
C -1.59029 -1.83028 -1.49507 -0.0344
N 3.10606 -3.91059 -0.14973 0.1000
N -2.67314 -1.70100 -0.73539 0.1174
H 0.68637 -1.28385 -2.52956 0.0942
O -4.01935 -0.49654 3.55566 0.0082
N -5.89157 0.66057 3.98416 0.0129
C -6.05092 -1.38187 2.64255 -0.0141
H 4.57967 -1.41566 1.14796 0.0611
H 2.96828 1.17812 -0.02968 0.0914
H 2.39851 -0.33609 0.62231 0.1033
H 4.00514 -0.03552 -1.97377 0.1268
C 3.67776 -2.76969 -0.07916 -0.5920
H -0.29361 1.34326 -7.02684 0.0918
H 2.79872 -4.10978 -1.09841 0.0300
H 3.78787 0.23618 2.75503 0.0534
H 3.19471 1.15119 4.14991 0.0882
O 4.28354 2.33228 1.48389 0.0177
C 3.90632 -0.45538 -0.97034 -0.1894
H -5.37868 -2.15163 2.27391 0.0743
H -7.49164 1.92716 3.48693 0.0862
H 1.75893 0.64746 -2.18915 0.1142
H 4.07363 4.26592 5.24090 0.0858
H 4.80885 -0.15261 -0.43847 0.1134
H -0.92840 2.28353 -5.66729 0.0892
H -6.80136 -1.85222 3.27718 0.0888
H 5.78057 3.81352 5.14849 0.0874
C -2.88861 0.20217 -6.30756 -0.0635
H 1.32258 -1.93616 -1.00545 0.1107
H 4.54712 2.57008 5.35429 0.0713
N -1.83501 -0.32125 -5.45387 0.0101
H 0.76196 1.75258 -5.66608 0.0858
N 3.90267 -1.91013 -1.15099 0.0330
H -2.00637 -1.19045 -4.97547 0.1275
C 4.77024 3.51392 4.86908 -0.0678
H -6.55982 -0.90750 1.80203 0.0829
C 4.33190 2.28383 2.70609 -0.5389
H -1.49682 -2.38643 -2.41267 0.1655
H -7.83883 0.20075 3.37048 0.0715
C 2.67987 0.16593 -0.30924 -0.1936
H -3.79090 0.40038 -5.72843 0.0850
C -1.07171 -0.60081 0.23788 0.0039
N 4.19156 -2.34558 1.14587 0.1312
H -0.45132 -0.01135 0.88894 0.1432
C -0.24949 1.47726 -5.94606 -0.0007
H 3.54035 -2.49012 1.90195 0.0941
C 1.45094 0.24327 -1.22385 -0.1500
C 4.03754 1.01363 3.47203 0.0000
H -7.72844 0.96896 4.95378 0.0885
H 4.84560 4.19355 2.86207 0.1432
H 0.73427 0.94132 -0.78880 0.1074
H -3.06447 -0.68633 1.15063 0.1178
C 0.76946 -1.11473 -1.46112 -0.0946
O 0.19510 -0.35569 -4.48251 0.0098
H -3.13281 -0.51032 -7.09539 0.0894
C -5.23119 -0.37676 3.42242 -0.5560
```

Computed properties:
Calculated total energy   -1333.57919 a.u.
Energy above the lowest of the compared OMol25 structures with the same formula, charge and spin   0.0 kcal/mol
Net charge   +1


No. 3
Density functional theory data (wB97M-V/def2-TZVPD) for a molecular structure, C17H38AlBClO28S7.

Geometry as XYZ:
```
93
Properties=species:S:1:pos:R:3:lowdin_charge:R:1
H 1.17260 -2.02202 1.33242 0.0011
C 2.24091 -5.82508 -6.29421 -0.1548
H -4.92028 5.77022 -4.53931 0.1326
O -1.07713 6.78093 -5.83928 -0.2212
H -2.11837 -4.71070 -2.14941 0.1317
H -2.80700 -2.11712 -0.23607 0.1273
O 0.20883 -2.00792 6.24662 -0.2124
H -2.20897 7.94478 3.57364 0.1339
S 0.46695 -1.64826 7.59249 0.5889
C -1.45335 7.68755 2.82963 -0.1507
C 3.14627 2.30490 0.22241 -0.2843
H 1.16326 0.29112 -1.43076 0.0442
C -2.79970 -2.74403 0.65085 -0.1473
H -0.20095 5.98435 2.30809 0.0993
S 1.26965 -4.91330 -2.19918 0.5988
O 3.03959 -7.27323 -7.93048 -0.1960
S -5.01335 -3.91505 0.60966 0.5738
Al 3.08811 -0.79439 0.08282 0.3514
H 0.68612 1.67840 8.23218 0.1340
O -2.38903 6.27526 -0.25221 -0.2245
H 1.36459 3.23824 1.06107 0.0783
C -1.19505 -5.28200 -2.20203 -0.1464
O 2.35991 1.98653 4.90013 -0.3638
O -3.45188 -4.01066 0.34840 -0.2119
H -1.08601 5.78099 3.84210 0.1292
H 2.92938 2.51258 -0.82961 0.1041
O 0.73641 -5.91075 -1.07656 -0.1809
H -2.38451 6.03739 -2.81835 0.1161
O -3.40543 7.03689 -5.15583 -0.1937
S -2.30378 6.06954 -5.79081 0.5892
H 2.35192 0.62228 2.36082 0.0650
H 2.99556 -7.84537 -5.95442 0.1352
O 4.13477 2.70263 3.30574 -0.3151
H 2.36444 0.53356 6.87674 0.1083
H 4.49698 1.03786 1.31494 0.0346
H 4.11979 -1.77838 -0.67855 -0.0834
H -0.58095 8.32393 2.94459 0.1366
H -3.58371 -1.08587 1.81345 0.1341
O -5.71839 -3.78050 -0.61785 -0.2324
S -2.82212 6.61390 1.05734 0.5889
B 0.14435 -1.02034 0.04304 -0.7870
H 4.24955 -6.64523 -6.37101 0.1355
Cl 1.86912 4.37540 3.51060 0.3675
O 0.27667 -2.07413 0.94544 0.0544
H 2.50287 -5.20992 -5.44145 0.1136
O 1.93725 -3.81343 -1.61859 -0.2076
H 0.88066 1.51598 2.80526 0.1084
H 3.69327 3.18250 0.59393 0.0922
C -4.10787 6.35545 -4.10523 -0.1554
O 2.00377 -1.28711 7.80421 -0.1875
O 1.38486 -6.27159 -9.41874 -0.2290
O -2.22769 5.61017 2.13638 -0.1850
C 1.80649 2.24160 0.96971 -0.2468
O -2.00010 7.89814 1.51835 -0.1866
C 1.87224 1.61158 2.35654 -0.2929
H 2.75670 -1.40131 1.60089 -0.0236
O -0.16142 -4.42048 -2.70339 -0.1825
C 1.30783 -0.65271 -0.89277 -0.1445
H 0.83785 0.47697 9.54756 0.1304
H 4.77264 1.04718 -0.41141 0.0386
C 3.21794 -6.95660 -6.53751 -0.1479
C 0.88899 0.63787 8.46894 -0.1590
C -0.66937 -5.70440 -0.84329 -0.1416
O -2.29192 5.00066 -4.61274 -0.1855
H -4.50418 7.09844 -3.41920 0.1344
O 2.34671 -5.03627 -7.49797 -0.1852
O 0.06929 -2.50281 8.65632 -0.2283
H 1.21575 -6.18259 -6.19385 0.1357
H -3.46253 -2.62389 2.71756 0.1380
S 2.75854 2.49120 3.61573 0.3915
H -1.31210 -6.13330 -2.87510 0.1318
C 3.98041 1.02124 0.34618 -0.2902
H -1.77803 -2.93282 0.96253 0.1059
C -3.04328 5.47623 -3.47976 -0.1505
O -4.20653 6.78108 1.32521 -0.2195
O -1.14586 -0.40730 0.04992 0.0740
H -0.79720 -4.92436 -0.09179 0.1215
O -5.00696 -2.50520 1.33873 -0.1903
S 2.60386 -5.97571 -8.75049 0.5836
C 2.19353 0.13842 7.87844 -0.1442
C -3.66164 -2.16574 1.74815 -0.1315
O -2.81686 5.44107 -6.95633 -0.2241
H -3.44921 4.61825 -2.95196 0.1383
C -1.12345 6.20685 2.84376 -0.1682
H 3.05250 0.33503 8.51396 0.1348
H 1.09998 1.63989 0.39413 0.0850
H 1.34200 -1.44996 -1.64462 0.0333
H -1.09459 -6.63996 -0.49133 0.1380
O 3.70675 -5.45823 -9.47985 -0.2259
O -0.10426 -0.17529 7.82947 -0.1922
O 1.89539 -5.69992 -3.21146 -0.2404
O -5.37799 -4.94679 1.51904 -0.2328
H -1.14080 0.46699 0.44866 0.0817
```

Computed properties:
Calculated total energy   -6292.11206 a.u.
Net charge   -1


Number 1: gap between HOMO and LUMO 9.17 eV. Number 2: gap between HOMO and LUMO 8.41 eV. Number 3: gap between HOMO and LUMO 7.28 eV.